Density functional theory data (ωB97M-V/def2-TZVPD) for C41H59BrN6O2SSi2Ti as an isolated structure.

```
113
Properties=species:S:1:pos:R:3
Ti -0.744 -0.071 -0.223
O -1.548 2.506 4.669
C -1.250 3.286 3.584
C -1.739 4.589 3.618
C -1.500 5.447 2.563
C -0.774 5.015 1.458
C -0.274 3.727 1.436
C -0.490 2.849 2.502
C 0.090 1.449 2.425
O -0.474 0.721 1.402
N 1.559 1.442 2.271
N 1.993 1.692 0.994
C 3.165 2.167 0.878
C 3.757 2.504 -0.410
Br 2.565 2.730 -1.859
C 5.057 2.742 -0.590
C 6.112 2.478 0.403
C 6.117 1.311 1.169
C 7.133 1.072 2.083
C 8.162 1.990 2.237
C 8.180 3.142 1.462
C 7.169 3.379 0.545
H -1.530 1.575 4.425
H -2.321 4.895 4.477
H -1.895 6.454 2.594
H -0.604 5.678 0.620
H 0.280 3.375 0.575
H -0.062 0.913 3.371
H 1.992 2.056 2.957
H 3.785 2.385 1.751
H 5.381 3.142 -1.544
H 5.335 0.575 1.022
H 7.126 0.160 2.666
H 8.956 1.802 2.949
H 8.987 3.856 1.569
H 7.187 4.276 -0.063
C -0.416 -2.911 -3.271
C -0.190 -2.098 -2.041
N -0.418 -0.766 -2.078
N -0.569 -0.144 -3.292
C -0.925 1.082 -3.137
N -1.180 1.872 -4.236
S -1.178 1.800 -1.558
C 0.329 -2.586 -0.862
C 0.578 -3.937 -0.475
C 1.070 -4.251 0.738
C 1.302 -3.199 1.709
C 1.191 -1.914 1.389
N 0.939 -1.522 -0.006
H 0.200 -2.489 -4.066
H -1.453 -2.833 -3.600
H -0.155 -3.956 -3.124
H -0.804 1.517 -5.102
H -1.075 2.863 -4.100
H 0.318 -4.719 -1.178
H 1.239 -5.281 1.018
H 1.531 -3.455 2.736
H 1.341 -1.073 2.048
C 5.557 0.185 -2.808
Si 4.421 -1.267 -2.541
C 5.409 -2.771 -2.036
C 3.424 -1.614 -4.085
C 3.153 -0.975 -1.233
C 2.137 -1.165 -0.609
H 6.341 -0.092 -3.518
H 6.043 0.495 -1.883
H 5.013 1.037 -3.219
H 6.050 -3.110 -2.853
H 4.740 -3.589 -1.761
H 6.046 -2.554 -1.176
H 4.069 -1.791 -4.949
H 2.767 -0.771 -4.309
H 2.799 -2.498 -3.939
C -3.410 0.292 2.827
C -4.023 0.519 1.436
C -5.550 0.464 1.606
C -3.666 1.954 1.018
Si -3.345 -0.783 0.146
C -3.392 -2.576 0.917
C -4.700 -2.912 1.650
C -2.241 -2.750 1.915
C -3.182 -3.645 -0.165
C -4.442 -0.730 -1.464
C -4.738 0.709 -1.914
C -5.798 -1.430 -1.263
C -3.741 -1.414 -2.645
H -3.680 1.134 3.475
H -2.320 0.226 2.778
H -3.783 -0.615 3.302
H -5.845 1.152 2.408
H -5.911 -0.529 1.878
H -6.075 0.781 0.706
H -2.593 2.098 0.907
H -4.005 2.649 1.797
H -4.142 2.247 0.083
H -4.855 -2.286 2.527
H -4.657 -3.951 1.999
H -5.577 -2.818 1.010
H -2.325 -2.102 2.786
H -1.274 -2.562 1.448
H -2.219 -3.788 2.271
H -3.054 -4.621 0.318
H -2.284 -3.455 -0.757
H -4.029 -3.727 -0.845
H -5.424 1.224 -1.241
H -5.217 0.677 -2.900
H -3.833 1.308 -2.006
H -6.360 -1.029 -0.420
H -5.693 -2.505 -1.119
H -6.408 -1.284 -2.163
H -2.846 -0.874 -2.942
H -4.421 -1.425 -3.505
H -3.467 -2.447 -2.435
```

- lowest unoccupied orbital energy (eV) = 0.03
- E_tot (eV) = -176257.855
- maximum force (eV/A) = 0.5
- frontier orbital gap (Eh) = 0.2537